Here is an isolated molecule of C2H6N2S at a distorted geometry from OMol25. Energies are from ωB97M-V/def2-TZVPD.

```
11
Properties=species:S:1:pos:R:3:forces:R:3
C 1.23176 0.28257 0.61871 -1.93 -0.66 -0.21
C 0.21979 0.88228 -0.38085 1.29 -0.81 1.76
S 0.32922 2.31945 -1.18073 0.04 -0.17 0.18
N -0.76588 0.02053 -0.59568 -1.76 0.40 -2.08
N -1.00196 -1.22055 0.05793 0.27 3.00 2.37
H 2.06759 0.83250 0.83808 1.84 1.85 0.02
H 0.88797 -0.10119 1.58754 -0.76 0.46 -0.28
H 1.52926 -0.61877 0.15031 0.63 -1.03 -0.64
H -1.45207 0.35865 -1.30961 0.67 -0.55 0.98
H -1.66800 -0.93498 0.82821 0.67 -1.34 -1.22
H -1.37768 -1.82051 -0.61392 -0.97 -1.15 -0.87
```
Forces are in eV/Å.

As for the relative energy (zero: lowest compared OMol25 entry of this formula, charge and spin): 32.2 kcal per mole. The calculated total energy comes out at -587.4526 hartree. The HOMO energy comes out at -8.290 eV. As for the structure (SMILES): CC(=S)NN.

These are the Mulliken partial charges, in e, on atoms 1 to 4:
1. C -1.12
2. C 0.39
3. S -0.39
4. N -0.07

Here is a structure of composition C36H40F9N2O32S2 at a distorted geometry from OMol25. Energies are from ωB97M-V/def2-TZVPD.

```
121
Properties=species:S:1:pos:R:3:forces:R:3
C 2.37308 -5.87045 -4.72586 -0.46 0.50 -0.18
C 1.90838 -4.68523 -3.85662 0.88 0.04 -0.24
C 2.71911 -4.49728 -2.55238 -0.88 0.24 -0.69
C 3.02598 -3.01812 -2.41354 0.00 -1.09 -0.08
O 3.54366 -2.80035 -1.09695 0.10 0.48 -0.28
S 3.59345 -1.29713 -0.54890 -0.13 1.33 1.48
O 3.21516 -1.42869 0.82914 0.17 -0.56 0.47
O 2.67389 -0.47679 -1.29993 -0.04 -0.33 -0.98
N 5.07604 -0.71931 -0.54454 -0.39 -0.39 -1.17
S 5.87014 -0.50607 -1.92552 1.17 -0.40 0.72
O 6.01258 -1.71632 -2.69632 -0.77 -0.26 -0.38
O 7.11352 0.12686 -1.58234 0.14 0.44 0.26
C 5.05808 0.69209 -2.95885 -0.41 0.11 -0.02
C 5.27291 2.03983 -2.77210 -0.05 -0.19 0.09
C 4.62773 2.91236 -3.62686 0.15 0.57 0.22
N 3.80500 2.57438 -4.61088 -0.14 -0.03 -0.19
C 3.61614 1.26936 -4.78851 0.30 0.24 0.27
C 4.22869 0.32634 -3.99307 -0.13 -0.93 -0.13
H 3.20038 -6.41394 -4.28806 -0.03 -0.29 0.21
H 2.72245 -5.49903 -5.68377 0.12 0.01 -0.20
H 1.53350 -6.51889 -4.95009 0.06 -0.43 0.08
H 0.84521 -4.73227 -3.65463 -0.19 -0.08 0.14
H 2.05565 -3.78775 -4.45437 -0.12 0.21 -0.10
H 3.62845 -5.07968 -2.62388 0.20 -0.13 0.37
H 2.08006 -4.82067 -1.73894 0.30 -0.20 0.46
H 2.10722 -2.47114 -2.58907 -0.01 0.44 0.21
H 3.76872 -2.78301 -3.16595 0.24 0.44 -0.05
H 5.92372 2.38326 -1.98997 0.16 0.15 0.14
H 4.80774 3.96928 -3.48993 -0.08 0.23 -0.07
H 2.97431 0.94698 -5.58998 -0.24 0.10 -0.19
H 4.06202 -0.71747 -4.19215 -0.05 -0.24 -0.01
C 0.44955 1.14709 0.34633 0.28 -0.29 -0.12
C -0.04998 0.95695 1.75593 0.26 0.24 0.13
O -1.14477 1.86875 1.82676 -0.09 -0.35 -0.14
C -1.62863 1.98814 0.56067 -0.16 0.28 -0.07
O -2.68990 2.45916 0.29227 -0.11 0.01 0.05
O -0.76913 1.49689 -0.33888 0.08 -0.12 0.10
F 0.87239 1.31356 2.68576 -0.15 0.04 0.04
H 1.15770 1.97186 0.26875 -0.02 0.03 0.12
H 0.90657 0.25218 -0.06682 -0.13 0.04 -0.23
H -0.40569 -0.05038 1.97638 0.08 0.00 0.13
C -0.84913 1.79115 5.86812 -0.02 0.32 -0.09
C -1.60660 0.48495 5.86938 0.32 -0.10 -0.11
O -1.04745 -0.19915 6.98259 -0.26 0.34 -0.01
C -0.63025 0.75974 7.86451 0.16 0.01 0.06
O -0.35793 0.55385 8.99715 0.05 -0.06 0.11
O -0.58294 1.97155 7.26802 -0.13 -0.16 -0.12
F -1.37195 -0.23283 4.74417 -0.01 -0.14 0.03
H 0.09187 1.71684 5.32187 -0.03 -0.17 -0.04
H -1.42573 2.62156 5.47202 -0.01 0.09 0.21
H -2.68345 0.58522 6.01318 -0.03 -0.09 -0.11
C 1.67971 -2.60300 5.73765 0.09 0.19 0.32
C 0.81982 -2.96430 4.55521 0.29 0.12 -0.44
O 1.15735 -4.32074 4.32759 -0.21 0.02 0.39
C 1.53000 -4.84480 5.53496 0.13 -0.02 0.05
O 1.62238 -5.99980 5.76653 0.03 -0.11 -0.02
O 1.76015 -3.85307 6.43328 -0.12 0.05 -0.21
F 1.14303 -2.23952 3.45826 -0.10 -0.04 -0.01
H 2.68021 -2.28794 5.43860 -0.04 -0.05 -0.22
H 1.23446 -1.82975 6.35850 -0.06 -0.20 0.20
H -0.25360 -2.88042 4.73588 -0.02 0.05 -0.09
C -3.06475 6.11762 8.58318 -0.01 0.18 0.20
C -2.74860 4.65582 8.36290 -0.19 -0.06 -0.20
O -2.06815 4.67759 7.12454 0.17 0.11 0.23
C -1.45433 5.89575 7.01837 -0.05 0.06 -0.08
O -0.60110 6.15318 6.24601 0.05 0.02 -0.14
O -1.96384 6.75912 7.93373 -0.09 -0.18 0.05
F -3.87489 3.90717 8.23920 0.07 -0.01 -0.04
H -3.99674 6.40431 8.09408 -0.02 -0.15 -0.06
H -3.11002 6.39291 9.63321 0.18 0.09 -0.02
H -2.10403 4.20856 9.12126 -0.08 -0.12 0.01
C -3.59645 -0.26617 -1.56973 0.03 0.27 0.21
C -4.45386 -0.62512 -2.76023 0.35 0.00 -0.17
O -4.11401 -1.98689 -2.97606 -0.32 0.01 0.23
C -3.74624 -2.50620 -1.76830 0.16 0.00 0.03
O -3.65529 -3.66647 -1.54346 0.01 -0.16 -0.06
O -3.51717 -1.52355 -0.87589 -0.10 0.11 -0.17
F -4.13258 0.09338 -3.86044 -0.03 -0.06 -0.02
H -2.59469 0.05148 -1.86481 -0.06 -0.02 -0.15
H -4.03879 0.50131 -0.94097 0.02 -0.14 0.18
H -5.52899 -0.54558 -2.58802 -0.01 0.04 -0.09
C 0.32054 5.38310 -3.51458 0.03 0.31 0.30
C -0.37576 5.23321 -4.84620 0.39 -0.08 -0.14
O -0.04162 3.91281 -5.22254 -0.35 0.14 0.20
C 0.14979 3.20563 -4.06674 0.28 -0.14 0.05
O 0.18504 2.02692 -4.00529 -0.03 -0.19 -0.02
O 0.28149 4.04397 -3.01285 -0.07 0.11 -0.18
F 0.10850 6.10235 -5.77745 -0.06 -0.05 0.00
H 1.35868 5.69641 -3.64173 0.00 -0.06 -0.19
H -0.18921 6.06385 -2.83253 0.14 -0.39 -0.10
H -1.46076 5.33185 -4.80210 -0.02 0.12 -0.08
C -4.45905 7.21173 -3.44985 -0.05 -0.07 -0.26
C -4.24018 8.48626 -2.66586 -0.19 -0.14 0.25
O -3.39617 8.05311 -1.61473 0.17 0.10 -0.30
C -2.68059 6.99066 -2.07914 -0.11 -0.11 0.18
O -1.71257 6.54855 -1.56434 -0.14 0.10 0.20
O -3.22974 6.51434 -3.22397 -0.07 0.15 -0.01
F -5.39462 8.96658 -2.14422 0.06 0.00 0.02
H -5.28822 6.62925 -3.04723 -0.02 0.10 0.12
H -4.62031 7.38182 -4.51070 0.20 -0.07 -0.04
H -3.74290 9.28201 -3.22286 -0.09 0.08 0.03
C 5.38309 -4.23848 1.65483 -0.06 0.40 -0.18
C 4.52365 -5.47688 1.61052 0.28 -0.12 -0.09
O 5.01051 -6.22494 2.71626 -0.27 0.20 0.10
C 5.49086 -5.32914 3.62667 0.10 0.00 -0.04
O 5.73299 -5.58839 4.75794 0.07 -0.06 0.10
O 5.64230 -4.11292 3.06353 -0.11 -0.15 -0.11
F 4.71315 -6.19519 0.47402 0.00 -0.05 0.07
H 6.32635 -4.37533 1.12512 -0.04 -0.17 -0.04
H 4.87902 -3.35976 1.26712 -0.05 0.18 0.22
H 3.45652 -5.29171 1.74026 -0.03 -0.05 -0.10
C -5.27373 -5.46789 -4.00919 0.26 -0.07 0.06
C -6.75320 -5.67568 -3.78720 0.02 0.35 0.04
O -7.31828 -5.11634 -4.95874 0.07 -0.35 -0.04
C -6.39245 -5.24706 -5.95687 0.10 0.12 0.00
O -6.62886 -5.12383 -7.10902 -0.06 0.07 -0.11
O -5.17959 -5.54532 -5.44008 -0.18 -0.04 0.15
F -7.20932 -4.99613 -2.70529 -0.05 -0.01 -0.06
H -4.94513 -4.48527 -3.67273 -0.12 0.03 0.07
H -4.65752 -6.22718 -3.53696 0.06 -0.07 -0.19
H -7.05922 -6.72007 -3.70372 -0.07 0.02 0.12
```
Forces are in eV/Å.

The calculated total energy comes out at -5608.3774 hartree. Its charge is -1. The HOMO energy comes out at -6.878 eV.

These are the Mulliken partial charges, in e, on atoms 1 to 4:
1. C -1.17
2. C -0.42
3. C -0.56
4. C -0.51